1.
DFT (wB97M-V/def2-TZVPD) results for a molecular structure, C10H17N2OPW in a non-equilibrium geometry.

Last column: Löwdin spin population.
CARTESIAN COORDINATES (ANGSTROEM)
W 0.047 -0.151 0.412  1.41
H 1.080 -0.568 1.770  0.15
H 0.100 -0.772 2.010  0.09
P -1.932 -1.353 0.074  0.00
C -3.509 -0.504 0.480  0.00
H -4.332 -1.232 0.425  0.00
H -3.476 -0.056 1.480  0.00
H -3.677 0.286 -0.261  0.00
C -2.422 -2.089 -1.529  0.00
H -1.618 -2.759 -1.853  0.00
H -3.369 -2.636 -1.399  0.00
H -2.539 -1.273 -2.255  0.00
C -2.079 -2.790 1.217  0.02
H -1.999 -2.477 2.268  0.00
H -3.056 -3.273 1.058  0.00
H -1.277 -3.510 1.005  0.00
C -1.023 1.317 1.219  0.09
O -1.653 2.208 1.688  0.12
H 0.064 -1.674 -0.383  -0.02
H -0.852 0.093 -1.005  0.03
N 3.884 4.978 1.151  0.00
C 3.574 4.006 0.572  0.00
C 3.214 2.771 -0.105  0.00
C 4.070 2.141 -1.009  0.03
C 3.695 0.946 -1.612  0.00
C 2.487 0.366 -1.255  0.02
N 1.715 0.935 -0.298  0.05
C 2.036 2.136 0.267  0.03
H 5.048 2.580 -1.197  0.00
H 4.345 0.445 -2.328  0.00
H 2.109 -0.573 -1.655  0.00
H 1.345 2.481 1.043  0.00

Values from the calculation:
total charge: +2
2S+1: 3
largest force on an atom: 10.10 eV/Å
orbital gap (spin up / spin down): 6.24 / 6.19 eV

---

2.
DFT (wB97M-V/def2-TZVPD) results for a molecular structure, C43H62HgIN6O3SSeSi.

Last column: Löwdin spin population.
CARTESIAN COORDINATES (ANGSTROEM)
Hg 2.103 0.590 0.147  0.00
C -4.315 -2.850 3.408  0.00
C -3.437 -3.893 2.714  0.00
C -4.297 -4.608 1.660  0.00
C -2.997 -4.920 3.769  0.00
C -2.213 -3.262 2.057  0.00
C -1.962 -1.900 2.049  0.00
C -0.824 -1.384 1.443  0.00
Se -0.607 0.514 1.326  0.00
C -1.376 0.742 -0.424  0.00
C -2.758 0.813 -0.471  0.00
C -3.451 0.826 -1.669  0.00
C -2.677 0.711 -2.823  0.00
C -1.292 0.640 -2.835  0.00
C -0.559 0.716 -1.600  0.00
O 0.733 0.729 -1.612  0.00
C -0.539 0.426 -4.154  0.00
C 0.380 1.619 -4.444  0.00
C -1.473 0.274 -5.359  0.00
C 0.299 -0.858 -4.050  0.00
C -4.977 0.908 -1.675  0.00
C -5.563 -0.333 -0.984  0.00
C -5.548 0.981 -3.091  0.00
C -5.431 2.162 -0.911  0.00
C 0.178 -2.189 0.827  0.00
O 1.261 -1.725 0.342  0.00
C -0.140 -3.599 0.766  0.00
C -1.284 -4.068 1.381  0.00
C 0.776 -4.524 -0.038  0.00
C 0.832 -4.022 -1.491  0.00
C 2.195 -4.506 0.549  0.00
C 0.290 -5.975 -0.056  0.00
H -5.171 -3.341 3.881  0.00
H -4.697 -2.120 2.691  0.00
H -3.757 -2.315 4.179  0.00
H -5.157 -5.098 2.129  0.00
H -3.719 -5.367 1.131  0.00
H -4.664 -3.891 0.923  0.00
H -3.868 -5.367 4.260  0.00
H -2.375 -4.443 4.529  0.00
H -2.414 -5.724 3.316  0.00
H -2.654 -1.198 2.497  0.00
H -3.292 0.819 0.474  0.00
H -3.188 0.660 -3.772  0.00
H -0.213 2.527 -4.586  0.00
H 0.971 1.443 -5.346  0.00
H 1.062 1.770 -3.615  0.00
H -2.080 1.169 -5.516  0.00
H -2.139 -0.588 -5.256  0.00
H -0.863 0.123 -6.253  0.00
H 1.032 -0.772 -3.250  0.00
H 0.828 -1.042 -4.990  0.00
H -0.347 -1.715 -3.837  0.00
H -5.275 -1.237 -1.525  0.00
H -6.657 -0.283 -0.948  0.00
H -5.188 -0.426 0.036  0.00
H -5.282 0.095 -3.671  0.00
H -5.184 1.862 -3.623  0.00
H -6.639 1.036 -3.045  0.00
H -5.161 2.093 0.144  0.00
H -6.517 2.285 -0.977  0.00
H -4.952 3.053 -1.322  0.00
H -1.493 -5.130 1.329  0.00
H 1.265 -3.023 -1.526  0.00
H -0.173 -3.976 -1.917  0.00
H 1.442 -4.696 -2.102  0.00
H 2.579 -3.488 0.531  0.00
H 2.860 -5.146 -0.040  0.00
H 2.190 -4.870 1.581  0.00
H -0.687 -6.068 -0.537  0.00
H 0.225 -6.392 0.952  0.00
H 1.004 -6.579 -0.622  0.00
S 6.779 -2.166 -0.137  0.00
C 5.948 -2.919 1.162  0.00
C 4.682 -2.440 1.231  0.00
N 4.356 -1.502 0.286  0.00
C 5.349 -1.258 -0.502  0.00
H 6.429 -3.650 1.791  0.00
H 3.930 -2.743 1.945  0.00
H 5.322 -0.521 -1.295  0.00
N 3.056 3.163 -2.194  0.04
C 4.209 2.434 -2.183  0.10
O 4.225 1.304 -1.662  0.10
C 5.378 3.073 -2.723  0.51
I 5.359 3.050 -5.713  0.23
H 2.209 2.719 -1.867  0.00
H 2.971 3.928 -2.839  0.00
H 6.321 2.556 -2.677  0.01
H 5.391 4.147 -2.827  0.01
C 2.112 1.214 3.630  0.00
Si 3.230 1.509 2.123  0.00
C 4.905 0.766 2.598  0.00
C 3.581 3.378 2.142  0.00
C 3.629 4.086 3.344  0.00
C 3.899 5.450 3.374  0.00
C 4.122 6.138 2.189  0.00
C 4.080 5.452 0.982  0.00
C 3.814 4.090 0.962  0.00
H 2.660 1.315 4.572  0.00
H 1.681 0.209 3.596  0.00
H 1.283 1.926 3.628  0.00
H 5.330 1.326 3.437  0.00
H 5.607 0.816 1.762  0.00
H 4.812 -0.281 2.892  0.00
H 3.452 3.567 4.281  0.00
H 3.928 5.976 4.322  0.00
H 4.329 7.202 2.208  0.00
H 4.241 5.982 0.050  0.00
H 3.768 3.573 0.012  0.00
N -2.320 3.457 2.268  0.00
C -2.100 4.678 1.735  0.00
N -3.070 5.623 1.973  0.00
N -1.072 5.047 1.045  0.00
C -0.139 4.184 0.659  0.00
N 0.737 3.526 0.285  0.00
H -3.264 3.199 2.501  0.00
H -1.728 2.680 1.987  0.00
H -3.633 5.500 2.796  0.00
H -2.765 6.564 1.791  0.00

Values from the calculation:
total charge: -2
2S+1: 2
largest force on an atom: 0.54 eV/Å
orbital gap (spin up / spin down): 5.23 / 5.86 eV

---

3.
DFT (wB97M-V/def2-TZVPD) results for a molecular structure, C36H51N4STl.

Last column: Löwdin charge in e.
CARTESIAN COORDINATES (ANGSTROEM)
Tl -0.264 1.008 -0.060  0.81
C -3.606 0.708 -2.247  -0.06
C -2.948 -0.664 -2.106  -0.39
C -3.980 -1.782 -2.293  -0.05
C -1.790 -0.842 -3.074  -0.15
C -2.016 -0.755 -4.442  -0.03
C -0.993 -0.987 -5.349  -0.07
C 0.273 -1.288 -4.876  -0.04
C 0.549 -1.377 -3.512  -0.13
C 2.003 -1.624 -3.119  -0.36
C 2.332 -3.115 -3.015  -0.05
C 2.524 -0.857 -1.898  -0.07
C -0.511 -1.179 -2.623  -0.19
N -0.304 -1.246 -1.222  -0.02
C -0.184 -2.387 -0.665  -0.11
C 0.067 -2.638 0.739  -0.15
C 0.616 -3.902 1.023  -0.06
C 0.891 -4.319 2.301  -0.10
C 0.567 -3.449 3.352  -0.08
C -0.010 -2.229 3.113  -0.02
C -0.286 -1.750 1.797  -0.25
N -0.881 -0.542 1.605  -0.10
C -1.699 -0.089 2.667  -0.23
C -2.944 -0.716 2.861  -0.14
C -3.779 -0.283 3.882  -0.04
C -3.420 0.773 4.706  -0.08
C -2.205 1.402 4.498  -0.04
C -1.332 0.986 3.494  -0.15
C 0.005 1.694 3.367  -0.41
C -0.176 3.165 2.984  -0.09
C 0.834 1.585 4.650  -0.06
C -3.414 -1.826 1.937  -0.36
C -3.592 -3.152 2.679  -0.05
C -4.705 -1.427 1.216  -0.06
H -4.351 0.856 -1.462  0.08
H -4.115 0.800 -3.209  0.08
H -2.874 1.516 -2.179  0.06
H -2.564 -0.754 -1.087  0.09
H -4.508 -1.667 -3.243  0.08
H -4.721 -1.761 -1.492  0.05
H -3.505 -2.765 -2.291  0.09
H -3.009 -0.513 -4.802  0.11
H -1.176 -0.916 -6.413  0.10
H 1.086 -1.437 -5.579  0.11
H 2.572 -1.242 -3.971  0.12
H 1.836 -3.570 -2.156  0.06
H 3.408 -3.259 -2.891  0.08
H 2.016 -3.653 -3.911  0.08
H 2.273 -1.336 -0.951  0.07
H 2.139 0.166 -1.868  0.05
H 3.613 -0.801 -1.954  0.08
H -0.270 -3.285 -1.289  0.14
H 0.831 -4.560 0.187  0.11
H 1.332 -5.288 2.489  0.09
H 0.772 -3.744 4.375  0.10
H -0.261 -1.582 3.943  0.11
H -4.734 -0.774 4.031  0.11
H -4.083 1.106 5.494  0.10
H -1.916 2.226 5.141  0.11
H 0.581 1.187 2.589  0.06
H -0.712 3.696 3.774  0.08
H -0.758 3.276 2.066  0.05
H 0.788 3.653 2.834  0.05
H 0.356 2.114 5.477  0.08
H 1.823 2.023 4.498  0.08
H 0.965 0.543 4.947  0.08
H -2.652 -1.972 1.170  0.11
H -4.413 -3.090 3.398  0.08
H -2.684 -3.423 3.220  0.07
H -3.822 -3.957 1.977  0.08
H -5.529 -1.289 1.920  0.08
H -5.001 -2.201 0.503  0.07
H -4.572 -0.489 0.671  0.08
C 1.259 3.560 -2.690  -0.09
C 2.072 4.273 -1.621  -0.25
N 3.379 3.656 -1.438  0.00
C 3.717 2.846 -0.421  -0.83
S 2.681 2.467 0.856  0.59
N 4.964 2.309 -0.468  -0.02
C 6.077 2.794 -1.273  -0.25
C 6.720 4.054 -0.710  -0.08
H 0.297 4.057 -2.826  0.08
H 1.070 2.526 -2.397  0.01
H 1.775 3.558 -3.652  0.07
H 1.562 4.234 -0.661  0.07
H 2.225 5.322 -1.881  0.12
H 4.032 3.757 -2.195  0.12
H 5.190 1.806 0.377  0.11
H 5.746 2.959 -2.299  0.10
H 6.802 1.983 -1.332  0.12
H 5.999 4.871 -0.659  0.07
H 7.557 4.371 -1.334  0.07
H 7.095 3.873 0.298  0.08

Values from the calculation:
total charge: 0
largest force on an atom: 0.41 eV/Å
orbital gap: 7.22 eV

---

4.
DFT (wB97M-V/def2-TZVPD) results for 2 unconnected molecules or ions with the total composition CH5N4O in a non-equilibrium geometry.

Last column: natural (NBO) charge in e.
CARTESIAN COORDINATES (ANGSTROEM)
C -0.418 0.013 -0.079  0.63
N 2.469 -0.416 0.303  0.55
N -1.469 0.807 0.158  -0.77
N -0.570 -1.309 -0.054  -0.76
N 0.760 0.518 -0.382  -0.72
O 3.341 0.246 0.113  0.00
H -2.402 0.446 0.262  0.42
H -1.358 1.808 0.156  0.42
H -1.461 -1.729 0.156  0.42
H 0.216 -1.902 -0.257  0.42
H 0.892 1.518 -0.377  0.38

Values from the calculation:
total charge: +1
largest force on an atom: 2.26 eV/Å
orbital gap (spin up / spin down): 8.30 / 8.30 eV